DFT (ωB97M-V with the def2-TZVPD basis set) results for a 10-piece molecular cluster, C16H52F6N2O9P overall in a non-equilibrium geometry.

Calculated values
- E_HOMO: -0.2586 Eh
- Largest force on an atom: 1.27 eV Å⁻¹
- Total charge: -1
- ΔE to the lowest compared entry with this formula, charge and spin: 0.237 eV

Positions of all 86 atoms, in Å:
P (-1.47, -0.43, -0.71)
F (-2.59, 0.33, 0.17)
F (-1.71, -1.88, -0.06)
F (-0.27, -1.03, -1.65)
F (-2.55, -0.85, -1.84)
F (-0.36, -0.07, 0.41)
F (-1.22, 1.01, -1.45)
O (-0.19, -0.97, 3.08)
O (-3.23, -2.23, 4.91)
O (3.48, 1.28, -2.74)
O (0.30, 3.21, -0.49)
O (-0.54, -3.62, -2.88)
O (-6.32, 2.43, -1.89)
O (2.30, -2.48, 1.22)
O (-4.77, 0.18, 2.07)
O (-2.18, 0.82, -4.35)
N (4.73, 3.82, -2.30)
N (2.76, -0.44, 3.60)
C (-3.18, -2.89, 2.60)
C (-5.22, 1.76, -1.26)
C (2.05, -2.03, -0.09)
C (-2.81, -3.71, -3.75)
C (0.61, 2.96, 0.87)
C (4.82, 0.03, 2.39)
C (3.49, -1.95, 1.75)
C (-0.61, 3.02, 1.78)
C (3.40, -0.52, 2.27)
C (-1.83, -4.22, -2.72)
C (3.65, 1.78, -1.43)
C (2.29, 0.51, -2.85)
C (-2.84, -3.28, 4.03)
C (4.87, 2.67, -1.39)
C (5.07, 3.21, 0.03)
C (-4.02, 2.67, -1.22)
H (2.12, 0.35, -3.91)
H (1.31, 3.74, 1.16)
H (4.75, 3.52, -3.27)
H (4.30, -1.99, 1.01)
H (5.73, 4.07, 0.00)
H (1.80, -0.78, 3.49)
H (1.85, -0.96, -0.22)
H (2.40, -0.42, -2.28)
H (-4.94, 0.87, -1.84)
H (2.87, 0.09, 1.53)
H (-5.62, -0.11, 1.73)
H (-4.26, -2.79, 2.53)
H (2.65, 0.55, 3.79)
H (-3.78, -4.22, -3.61)
H (-0.09, -1.93, 3.01)
H (-1.33, 2.23, 1.56)
H (-2.48, -3.90, -4.77)
H (-1.09, 4.00, 1.73)
H (-2.21, -3.97, -1.72)
H (-7.02, 1.78, -1.98)
H (-1.94, 0.66, -3.43)
H (-2.57, -0.01, -4.63)
H (-3.29, -4.24, 4.31)
H (2.91, -2.28, -0.72)
H (3.80, 4.21, -2.21)
H (-2.78, -3.65, 1.93)
H (-2.98, -2.64, -3.59)
H (-1.68, -5.30, -2.71)
H (3.78, 0.93, -0.73)
H (-2.77, -2.38, 5.74)
H (3.84, -2.57, 2.58)
H (1.42, 1.06, -2.47)
H (2.76, 2.33, -1.11)
H (-0.35, -0.70, 2.16)
H (5.49, -0.65, 2.93)
H (-1.75, -3.41, 4.09)
H (4.10, 3.51, 0.43)
H (-0.52, -2.82, -2.34)
H (5.26, 0.12, 1.39)
H (-0.28, 2.89, 2.81)
H (-5.52, 1.44, -0.26)
H (-4.13, -0.14, 1.41)
H (5.47, 2.45, 0.70)
H (1.06, 1.96, 0.95)
H (-4.33, 3.72, -1.10)
H (-0.30, 2.53, -0.82)
H (5.76, 2.14, -1.74)
H (-2.64, -1.98, 2.35)
H (1.18, -2.54, -0.49)
H (-3.44, 2.49, -0.32)
H (4.87, 1.02, 2.85)
H (-3.33, 2.62, -2.05)

The molecule's Mulliken atomic charges, reported in e, are given here:
1. P 1.778
2. F -0.386
3. F -0.320
4. F -0.382
5. F -0.434
6. F -0.294
7. F -0.369
8. O -0.781
9. O -0.519
10. O -0.466
11. O -0.685
12. O -0.594
13. O -0.563
14. O -0.358
15. O -0.667
16. O -0.722
17. N -0.826
18. N -0.823
19. C -0.490
20. C 0.255
21. C -0.201
22. C -0.753
23. C 0.289
24. C -1.682
25. C -1.166
26. C -1.021
27. C 2.042
28. C 0.035
29. C 0.265
30. C -0.301
31. C -0.354
32. C 0.170
33. C -1.087
34. C -0.644
35. H 0.341
36. H 0.465
37. H 0.306
38. H 0.309
39. H 0.446
40. H 0.366
41. H -0.287
42. H 0.056
43. H 0.036
44. H -0.706
45. H 0.289
46. H 0.358
47. H 0.314
48. H 0.327
49. H 0.325
50. H -0.046
51. H 0.290
52. H 0.341
53. H -0.042
54. H 0.295
55. H 0.193
56. H 0.338
57. H 0.339
58. H 0.471
59. H 0.261
60. H 0.323
61. H 0.039
62. H 0.396
63. H 0.007
64. H 0.299
65. H 0.456
66. H 0.167
67. H -0.031
68. H 0.262
69. H 0.300
70. H 0.218
71. H 0.086
72. H 0.218
73. H 0.365
74. H 0.368
75. H 0.096
76. H 0.233
77. H 0.199
78. H -0.195
79. H 0.477
80. H 0.343
81. H 0.431
82. H -0.175
83. H 0.199
84. H -0.009
85. H 0.425
86. H 0.172